The following is a quantum chemistry calculation of a cluster of 2 separate species, C2HFN2O in total at a distorted geometry, from OMol25.

Values from the calculation:
Net charge: 0
Energy relative to the best compared isomer or geometry (same formula, charge and spin) (kJ/mol): 472.9
Highest occupied orbital energy (alpha / beta) (eV): -12.27 / -12.27

Bonds (Å) are listed after each position.
Element x y z (Å)
1 C -1.170 -0.062 0.064  N3 1.352, O5 1.290, H7 1.166
2 C 0.896 -0.126 0.084  N3 1.371, N4 1.268
3 N -0.177 -0.978 0.025  C1 1.352, C2 1.371
4 N 0.632 1.108 -0.032  C2 1.268, O5 1.409
5 O -0.774 1.151 -0.122  C1 1.290, N4 1.409
6 F 2.900 -0.770 -0.054  no bonds
7 H -2.307 -0.322 0.035  C1 1.166